{
  "formula": "H14O7",
  "method": "the ωB97M-V functional and the def2-TZVPD basis",
  "species": ["O", "H", "H", "O", "H", "H", "O", "H", "H", "O", "H", "H", "O", "H", "H", "O", "H", "H", "O", "H", "H"],
  "coordinates": [[0.6638, -3.2858, 3.0046], [1.2364, -3.6714, 3.6676], [0.5880, -3.9613, 2.3306], [-4.6086, -1.8118, 0.7187], [-4.3242, -1.2540, -0.0053], [-4.2201, -1.4117, 1.4967], [0.4911, -0.4180, -0.5289], [0.3878, -0.9493, 0.2606], [1.4380, -0.3237, -0.6325], [5.5760, 0.7229, -2.6774], [6.2368, 0.0860, -2.4055], [5.9893, 1.2073, -3.3921], [-3.2688, 0.3893, -3.1061], [-3.1689, 0.0264, -3.9862], [-2.4352, 0.2036, -2.6739], [-2.8458, 1.4116, 4.9123], [-2.9786, 1.2961, 5.8531], [-1.8998, 1.3291, 4.7915], [2.4358, 3.7709, -2.2978], [2.9046, 2.9366, -2.3171], [1.8028, 3.7071, -3.0130]],
  "forces_ev_per_a": [[-0.07, 0.25, -0.05], [0.14, -0.06, 0.20], [-0.07, -0.18, -0.18], [-0.10, -0.24, 0.00], [0.03, 0.16, -0.26], [0.07, 0.10, 0.24], [-0.20, 0.06, -0.20], [-0.07, -0.14, 0.26], [0.24, 0.07, -0.05], [-0.26, 0.04, 0.08], [0.14, -0.17, 0.11], [0.08, 0.16, -0.19], [-0.21, 0.09, 0.10], [-0.02, -0.09, -0.22], [0.28, -0.02, 0.18], [-0.16, 0.03, -0.16], [-0.09, -0.02, 0.23], [0.24, -0.01, -0.08], [0.04, 0.19, 0.12], [0.18, -0.24, 0.04], [-0.19, 0.02, -0.16]],
  "mulliken_charge": [-0.6375, 0.3152, 0.3244, -0.6442, 0.3202, 0.3217, -0.6344, 0.3220, 0.3151, -0.6287, 0.3132, 0.3188, -0.6388, 0.3148, 0.3215, -0.6354, 0.3171, 0.3186, -0.6364, 0.3145, 0.3183],
  "homo_ev": -11.2,
  "e_above_lowest_kcal_mol": 51.0,
  "e_tot_ev": -14559.250,
  "mol_weight_g_mol": 126.105,
  "orbital_gap_ev": 11.56,
  "smiles": "O.O.O.O.O.O.O"
}

---

{
  "formula": "H14O7",
  "method": "the ωB97M-V functional and the def2-TZVPD basis",
  "species": ["O", "H", "H", "O", "H", "H", "O", "H", "H", "O", "H", "H", "O", "H", "H", "O", "H", "H", "O", "H", "H"],
  "coordinates": [[3.3680, -4.1562, 2.2556], [4.1999, -4.4615, 1.8939], [2.7073, -4.7077, 1.8365], [0.7437, -2.2710, 6.0256], [1.2163, -2.6886, 5.3055], [1.3336, -1.5824, 6.3324], [-0.7589, 4.5938, 2.9422], [-0.9710, 4.7309, 3.8655], [-0.4749, 5.4534, 2.6311], [-4.0105, -2.0073, -2.5488], [-4.8563, -1.5779, -2.6768], [-3.4084, -1.2936, -2.3382], [2.0174, -0.2690, -6.1793], [1.7029, -0.2756, -5.2752], [2.8761, 0.1513, -6.1316], [-3.1891, 2.7041, -3.2945], [-3.4407, 3.4432, -3.8483], [-2.4011, 3.0022, -2.8400], [0.8871, 0.3220, 0.3753], [0.7124, 0.9362, 1.0884], [1.7463, -0.0464, 0.5808]],
  "forces_ev_per_a": [[-0.04, 0.20, 0.17], [0.24, -0.05, -0.06], [-0.22, -0.12, -0.09], [-0.22, -0.03, 0.10], [0.11, -0.15, -0.22], [0.12, 0.17, 0.10], [0.01, -0.21, -0.13], [-0.08, -0.02, 0.24], [0.08, 0.21, -0.12], [0.03, -0.27, -0.01], [-0.21, 0.10, -0.05], [0.19, 0.19, 0.05], [-0.08, -0.07, -0.19], [-0.14, -0.03, 0.23], [0.22, 0.10, -0.03], [-0.11, -0.21, 0.03], [-0.10, 0.15, -0.16], [0.21, 0.03, 0.15], [-0.11, -0.03, -0.22], [-0.11, 0.19, 0.19], [0.21, -0.14, 0.03]],
  "mulliken_charge": [-0.6376, 0.3141, 0.3245, -0.6400, 0.3236, 0.3154, -0.6368, 0.3194, 0.3183, -0.6401, 0.3175, 0.3224, -0.6380, 0.3209, 0.3172, -0.6363, 0.3179, 0.3188, -0.6475, 0.3247, 0.3218],
  "homo_ev": -11.2,
  "e_above_lowest_kcal_mol": 52.9,
  "e_tot_ev": -14559.168,
  "mol_weight_g_mol": 126.105,
  "orbital_gap_ev": 11.70,
  "smiles": "O.O.O.O.O.O.O"
}

---

{
  "formula": "H14O7",
  "method": "the ωB97M-V functional and the def2-TZVPD basis",
  "species": ["O", "H", "H", "O", "H", "H", "O", "H", "H", "O", "H", "H", "O", "H", "H", "O", "H", "H", "O", "H", "H"],
  "coordinates": [[-0.3864, 2.5713, 2.3018], [-0.6621, 2.5374, 1.3858], [-0.5325, 1.6838, 2.6294], [-3.8792, 1.7443, -0.3609], [-2.9527, 1.7727, -0.5998], [-4.3378, 1.6234, -1.1923], [3.2080, -3.4168, -0.3682], [2.5686, -4.0474, -0.0369], [2.7956, -2.5635, -0.2334], [-0.3607, -0.6264, -0.6184], [0.5901, -0.7167, -0.5544], [-0.5385, 0.2627, -0.3116], [-0.4245, -3.2231, 0.8852], [-0.9029, -2.5991, 0.3392], [0.3375, -2.7346, 1.1966], [2.3689, -0.0346, -0.3110], [3.2736, 0.0707, -0.0166], [2.4260, -0.0352, -1.2665], [-0.9132, 2.3960, -0.6134], [-1.3501, 3.1882, -0.9260], [-0.3279, 2.1466, -1.3286]],
  "forces_ev_per_a": [[0.30, 0.41, 0.58], [-0.21, 0.16, -1.20], [-0.09, -0.61, 0.50], [-0.08, 0.09, 0.40], [0.53, -0.11, -0.07], [-0.39, -0.09, -0.32], [0.12, 0.04, -0.13], [-0.13, -0.49, 0.12], [-0.03, 0.49, 0.03], [-0.47, -0.50, -0.03], [0.44, 0.11, 0.15], [-0.18, 0.20, 0.14], [0.01, -0.87, 0.26], [-0.50, 0.75, -0.67], [0.49, 0.32, 0.34], [-0.32, -0.28, 0.05], [0.34, 0.08, 0.24], [0.20, 0.10, -0.46], [-0.22, -0.25, 0.44], [-0.15, 0.51, -0.07], [0.34, -0.06, -0.29]],
  "mulliken_charge": [-0.3812, 0.3974, 0.3802, -0.5364, 0.3571, 0.3576, -0.5390, 0.3488, 0.3294, -0.6341, 0.3844, 0.3219, -0.3975, 0.3947, 0.3495, -0.7034, 0.2983, 0.3460, -0.6702, 0.3197, 0.2768],
  "homo_ev": [-15.6, -14.1],
  "e_above_lowest_kcal_mol": 42.2,
  "total_charge": 1,
  "e_tot_ev": -14548.179,
  "mol_weight_g_mol": 126.105,
  "spin_multiplicity": 2,
  "orbital_gap_ev": [12.19, 2.24]
}